C3H4CeLiO4 as an isolated structure at a distorted geometry, computed with ωB97M-V/def2-TZVPD.

Geometry as XYZ:
```
13
Properties=species:S:1:pos:R:3:forces:R:3
O 0.2483 0.5396 -0.1230 2.866 -0.117 -0.320
C 1.2832 -0.4097 0.0309 -4.571 -0.469 0.071
C -1.0246 0.2676 -0.1882 -2.517 -0.105 1.302
O 2.3864 0.1309 -0.0102 5.970 0.996 0.166
O 0.9597 -1.5831 0.2044 1.387 0.014 -0.051
C -1.9436 1.4080 -0.1678 0.297 0.120 -0.402
Ce 4.9603 0.3171 0.1371 -2.457 0.570 -0.280
H -2.9284 1.1077 -0.5313 0.050 0.050 0.075
H -1.5188 2.2391 -0.7443 -0.235 -0.045 0.234
Li 1.8238 -3.2473 0.5107 -0.613 -0.870 0.101
O -1.4809 -0.9012 -0.0424 0.653 -0.280 -0.547
H -0.7435 -1.5660 0.0194 -0.815 0.151 0.043
H -2.0218 1.6973 0.9046 -0.014 -0.015 -0.390
```
Forces are in eV/Å.

**Orbital gap (alpha / beta)**: 4.379 / 5.303 eV
**Highest occupied orbital energy (alpha / beta)**: -26.05 / -26.05 eV
**Expectation value of S²**: 0.75
**Charge**: +4
**Spin multiplicity**: 2
**Energy above the lowest of the compared OMol25 structures with the same formula, charge and spin**: 0.0 kcal/mol
**Maximum force**: 0.118 hartree/bohr
**E**: -24450.2086 eV

Need the Löwdin charges? In units of e they are: atom 1 (O): 0.22, atom 2 (C): -0.57, atom 3 (C): -0.30, atom 4 (O): -0.06, atom 5 (O): 0.04, atom 6 (C): 0.12, atom 7 (Ce): 2.70, atom 8 (H): 0.15, atom 9 (H): 0.14, atom 10 (Li): 0.92, atom 11 (O): 0.31, atom 12 (H): 0.15, atom 13 (H): 0.17

C3H4Cl2N2 as an isolated structure at a distorted geometry, computed with ωB97M-V/def2-TZVPD.

Geometry as XYZ:
```
11
Properties=species:S:1:pos:R:3:forces:R:3
C 1.7996 -0.2323 0.2674 -1.523 -2.929 1.127
C -1.8177 -1.0906 0.5109 -0.289 -2.681 1.078
C -0.9794 -0.1440 0.1910 0.330 0.302 -0.053
N 1.8661 0.8660 -0.2725 -1.401 3.219 -1.387
N -0.6522 0.9440 -0.3377 -0.070 -0.337 -0.501
Cl -3.4350 -1.0266 -0.1007 -0.607 0.474 -0.727
Cl 2.9218 -1.4694 -0.0499 1.187 -0.388 0.045
H -1.8187 -2.0999 1.0474 1.276 2.142 -0.405
H 2.5553 1.3130 -0.8803 0.084 -0.533 0.106
H 0.6580 1.1759 -0.3787 1.481 -0.084 -0.054
H -1.0977 1.7639 0.0030 -0.468 0.814 0.770
```
Forces are in eV/Å.

**Orbital gap (alpha / beta)**: 7.446 / 7.444 eV
**Highest occupied orbital energy (alpha / beta)**: -8.11 / -8.11 eV
**Energy above the lowest of the compared OMol25 structures with the same formula, charge and spin**: 96.9 kcal/mol
**Maximum force**: 0.073 hartree/bohr
**E**: -31195.8974 eV

Need the Löwdin charges? In units of e they are: atom 1 (C): -0.73, atom 2 (C): -0.57, atom 3 (C): -0.23, atom 4 (N): -0.05, atom 5 (N): 0.07, atom 6 (Cl): 0.58, atom 7 (Cl): 0.57, atom 8 (H): 0.09, atom 9 (H): 0.11, atom 10 (H): 0.06, atom 11 (H): 0.10